No. 1
38
Properties=species:S:1:pos:R:3:mulliken_charge:R:1 method="wB97M-V/def2-TZVPD" homo_energy_ha=-0.153 gap_ev=6.62 de_lowest_ev=0.000 energy_ha=-1753.17414 charge=-1
Au 1.30613 1.16156 0.98476 0.042
S -0.51553 -1.84720 0.44311 -0.413
C 1.04703 -2.67763 0.36903 0.679
C 0.84903 -3.98490 -0.01320 -0.951
C 1.88155 -4.92044 -0.15576 0.437
C 1.54124 -6.25953 -0.68453 -0.034
N 1.47682 -7.26997 -1.23815 -0.532
C 3.20096 -4.46341 0.10276 0.567
C 3.42486 -3.11399 0.46963 -0.995
C 2.37221 -2.17839 0.61459 0.325
S 2.90846 -0.48052 0.79018 -0.589
C 4.30510 -5.34530 -0.18698 0.012
N 5.13295 -6.06144 -0.51442 -0.539
H -0.21377 -4.33599 -0.23394 0.263
H 4.45318 -2.79413 0.50002 0.408
C -1.31976 1.28559 -1.43431 -0.993
N -1.86877 0.65532 -0.23065 0.779
C -3.06359 -0.14551 -0.44957 -1.172
C -2.00789 1.64643 0.93143 -0.858
C -1.24299 2.90291 0.75352 0.981
C -1.91528 3.99377 0.24605 -0.508
C -1.24512 5.17332 -0.06257 -0.518
C 0.12559 5.27728 0.28636 -0.535
C 0.73845 4.14865 0.81098 -0.334
C 0.14278 2.86859 0.96628 -0.467
H -1.11739 0.58851 -2.21674 0.346
H -0.34340 1.67166 -1.24610 0.339
H -2.00470 2.05410 -1.88086 0.360
H -1.11566 -0.03672 0.06414 -0.387
H -3.72621 0.54378 -0.94288 0.413
H -3.40067 -0.44073 0.52139 0.438
H -2.81179 -1.04290 -0.97303 0.349
H -1.59992 1.08334 1.76795 0.301
H -3.08013 1.89800 1.03092 0.450
H -2.99321 3.93152 0.16255 0.321
H -1.73816 6.08192 -0.46173 0.319
H 0.61103 6.22076 0.06567 0.367
H 1.80655 4.21167 1.04409 0.328



No. 2
18
Properties=species:S:1:pos:R:3:mulliken_charge:R:1 method="wB97M-V/def2-TZVPD" homo_energy_ha=-0.357 gap_ev=10.63 smiles="CC[C@@H](C)NC=O" de_lowest_ev=0.270 energy_ha=-327.12143
C -1.60327 -0.73664 -0.95299 -1.224
C -1.16776 0.50233 -0.17525 -0.407
C 0.34164 0.56756 0.13639 0.307
C 0.61180 1.46828 1.33826 -1.541
N 0.94090 -0.74425 0.34606 -0.112
C 1.65147 -1.37295 -0.62608 -0.067
O 1.88413 -0.91600 -1.73003 -0.556
H -0.94468 -0.91859 -1.80797 0.297
H -1.57889 -1.62613 -0.31402 0.298
H -2.62858 -0.62612 -1.32141 0.387
H -1.41838 1.40505 -0.74808 0.326
H -1.73948 0.55797 0.76170 0.274
H 0.86036 0.95514 -0.74604 0.286
H 0.17853 2.46171 1.17731 0.350
H 0.14802 1.04988 2.24185 0.377
H 1.68466 1.58028 1.52043 0.388
H 0.76024 -1.24133 1.20614 0.265
H 2.01930 -2.36618 -0.30629 0.350



No. 3
84
Properties=species:S:1:pos:R:3:mulliken_charge:R:1 method="wB97M-V/def2-TZVPD" homo_energy_ha="-0.171 / -0.171" gap_ev="5.19 / 5.15" energy_ha=-2991.24469 charge=-1
Ce 0.12479 -0.06654 -0.76198 -0.889
O 2.34259 4.36476 -0.52868 -0.808
C 1.71509 4.90706 0.52332 0.254
C 2.05539 6.20476 0.91552 -0.766
C 1.41289 6.80916 1.97572 -0.303
C 0.43159 6.12586 2.67852 -0.846
C 0.09589 4.84026 2.30752 -0.477
C 0.72159 4.21076 1.23752 0.199
C 0.31849 2.84026 0.82752 0.652
O 0.82999 2.32366 -0.22528 0.388
N -0.61091 2.29866 1.59182 -1.213
N -1.01221 1.06146 1.21822 1.608
C -2.20101 0.71076 1.55882 -0.913
C -2.79791 -0.49934 1.03882 1.014
C -4.11551 -0.84174 1.37522 -1.069
C -4.72021 -1.90824 0.74202 -0.495
C -4.00031 -2.60064 -0.21688 -1.392
C -2.69441 -2.21034 -0.47998 -0.199
N -2.09651 -1.20794 0.14032 0.873
H 1.92529 3.45966 -0.65248 0.191
H 2.82449 6.72366 0.36062 0.459
H 1.67829 7.82046 2.25992 0.375
H -0.07861 6.60096 3.50562 0.404
H -0.67381 4.28816 2.82312 0.422
H -2.84981 1.38726 2.12952 0.307
H -4.65391 -0.25474 2.10572 0.480
H -5.74241 -2.18174 0.97922 0.411
H -4.44061 -3.42394 -0.75408 0.489
H -2.12141 -2.71184 -1.24728 0.623
O -3.38211 2.29266 -2.42178 -0.814
C -2.28791 1.73236 -2.38278 0.167
O -1.76921 1.15006 -1.39768 -0.219
C -1.38681 1.81576 -3.66638 0.091
C -0.01271 2.40286 -3.28798 -0.126
C 0.68549 2.90756 -4.56538 -1.018
C 1.08459 1.57236 -5.21958 -1.125
C 0.56679 0.56426 -4.17698 -0.185
O 0.76159 1.26166 -2.94528 -0.163
C -0.96091 0.44796 -4.25428 0.242
C -1.44221 -0.78064 -3.40018 -0.265
O -2.53121 -1.27554 -3.67238 -0.757
O -0.61821 -1.20934 -2.54298 0.040
H -1.91401 2.43686 -4.39808 0.456
H -0.03501 3.11536 -2.45948 0.554
H 0.01749 3.50906 -5.18218 0.409
H 1.56289 3.50166 -4.30328 0.337
H 0.63359 1.41556 -6.19838 0.387
H 2.16639 1.48076 -5.31648 0.351
H 1.08679 -0.39534 -4.17248 0.396
H -1.33271 0.31026 -5.27398 0.573
S 2.85829 -0.70514 -1.65858 -0.420
C 2.56219 -1.84404 -2.79578 0.918
N 2.48619 -2.64424 -3.63268 -0.806
C -0.33811 -5.13074 3.98562 -1.725
C -0.13301 -4.42104 2.66952 0.609
C -0.51391 -5.02724 1.48272 -1.054
C -0.31031 -4.36084 0.27172 0.815
C -0.67681 -5.04364 -1.01898 -1.999
C 0.25499 -3.10974 0.26912 -0.178
C 0.66089 -2.43584 1.45952 1.040
C 0.44439 -3.16624 2.65872 -0.617
N 1.21079 -1.21404 1.31552 0.475
C 2.08349 -0.67294 2.35422 1.441
C 2.80429 0.54786 1.75382 -2.028
C 1.33569 -0.15864 3.60842 -1.410
C 3.19099 -1.68054 2.73262 -1.719
H -0.70051 -6.14454 3.82312 0.372
H -1.06671 -4.60074 4.60132 0.334
H 0.59479 -5.18424 4.54842 0.333
H -0.95801 -6.01494 1.48932 0.280
H -0.06701 -5.93804 -1.16218 0.517
H -0.51241 -4.38284 -1.86648 0.265
H -1.72381 -5.35094 -1.00468 0.337
H 0.46449 -2.62054 -0.68858 0.429
H 0.69559 -2.73484 3.61482 0.298
H 2.09199 1.34946 1.58072 0.484
H 3.27259 0.27796 0.80882 0.169
H 3.57219 0.91406 2.43572 0.582
H 0.45219 0.38906 3.28702 0.119
H 1.97659 0.51396 4.17932 0.444
H 1.02319 -0.96124 4.27032 0.358
H 3.78929 -1.88214 1.84632 0.365
H 2.77929 -2.62174 3.08262 0.397
H 3.83679 -1.26774 3.50882 0.463



No. 4
79
Properties=species:S:1:pos:R:3:mulliken_charge:R:1 method="wB97M-V/def2-TZVPD" spin_multiplicity=6 homo_energy_ha="-0.508 / -0.508" gap_ev="5.69 / 3.09" de_lowest_ev=3.650 energy_ha=-9353.86598 charge=+3 s_squared=8.786
Fe -0.74011 -0.26000 0.04140 0.961
C 2.22682 0.85636 0.99954 -0.759
O 1.52108 -0.31616 0.57260 0.064
C 2.25903 -1.48547 0.45158 0.192
C 3.63518 -1.54856 0.44618 -0.465
C 4.24435 -2.77966 0.21289 -0.662
Br 6.12696 -2.85701 0.10363 -0.137
C 3.48968 -3.92234 0.05094 -0.876
C 2.09250 -3.86489 0.12752 0.876
C 1.49305 -2.62881 0.29822 0.642
O 0.11704 -2.42933 0.27981 -0.446
C 1.36716 -5.13305 0.02691 0.041
N 1.85915 -6.15606 -0.61556 -0.698
C 0.98629 -7.19332 -0.41889 0.596
C 1.04772 -8.51689 -0.86767 -0.740
C 0.02941 -9.36480 -0.49048 -0.558
C -1.02855 -8.92998 0.32027 -0.514
C -1.11526 -7.62313 0.76811 -0.985
C -0.09077 -6.76952 0.39044 0.698
N 0.16315 -5.42987 0.63277 -0.032
H 2.67115 0.69177 1.98125 0.486
H 1.49044 1.65244 1.05216 -0.084
H 2.99728 1.13242 0.28038 0.369
H 4.24830 -0.67241 0.59183 0.515
H 3.95424 -4.88088 -0.12506 0.659
H -0.33361 -3.22822 -0.04296 0.183
H 1.88087 -8.84678 -1.47208 0.463
H 0.04331 -10.39598 -0.81520 0.409
H -1.79952 -9.63161 0.60691 0.406
H -1.94658 -7.29953 1.38133 0.389
H -0.30370 -4.88211 1.33516 0.293
O -0.92562 1.77485 0.37857 -0.084
S -1.29235 2.81275 1.44300 -0.199
C -0.70059 2.12784 3.00229 1.110
C -0.54259 0.76494 3.18930 -0.009
C -0.09852 0.29204 4.41186 -0.797
C 0.17445 1.18664 5.43959 -0.607
C 0.01162 2.55067 5.24520 -0.682
C -0.42168 3.03042 4.01765 -0.408
C -3.05343 2.62168 1.75940 0.980
C -3.74301 1.51523 1.29518 0.256
C -5.10816 1.43143 1.51705 -0.621
C -5.76157 2.44295 2.20815 -0.633
C -5.05292 3.53468 2.69048 -0.653
C -3.69021 3.63578 2.45803 -0.602
H -0.76877 0.06316 2.38724 -0.034
H 0.02252 -0.77046 4.57444 0.481
H 0.51843 0.81664 6.39552 0.444
H 0.22383 3.24394 6.04725 0.431
H -0.55403 4.09279 3.85041 0.474
H -3.21355 0.73858 0.75364 -0.016
H -5.67128 0.58638 1.14525 0.396
H -6.82917 2.38305 2.36830 0.430
H -5.56191 4.31661 3.23654 0.436
H -3.13656 4.49388 2.82054 0.377
Cl -2.80978 -3.61342 -0.22375 -0.033
C -3.57328 -2.28125 -1.08491 -0.240
Cl -2.38277 -1.02130 -1.55619 -0.062
H -4.31028 -1.82587 -0.43298 0.222
H -4.02154 -2.65774 -1.99920 0.392
C -0.37579 6.13307 -1.30857 -1.027
N 1.04021 5.91825 -1.06972 0.311
C 1.72408 4.76157 -1.22803 -0.265
Se 1.04616 3.11844 -1.70003 0.068
N 3.02257 4.99829 -0.92922 0.075
C 3.18886 6.31389 -0.57670 0.481
C 4.30487 7.03849 -0.17050 -0.892
C 4.08642 8.35065 0.18286 -0.498
C 2.80287 8.93660 0.12516 -0.675
C 1.70099 8.23278 -0.30277 -0.597
C 1.91001 6.90060 -0.65398 0.828
H -0.82718 5.22345 -1.69163 0.359
H -0.50702 6.92791 -2.04137 0.378
H -0.87030 6.42369 -0.38199 0.381
H 3.76030 4.31624 -1.02368 0.272
H 5.28825 6.59144 -0.12760 0.434
H 4.92221 8.94991 0.51652 0.428
H 2.68876 9.96915 0.42463 0.430
H 0.72413 8.69202 -0.36042 0.477



No. 5
43
Properties=species:S:1:pos:R:3:mulliken_charge:R:1 method="wB97M-V/def2-TZVPD" spin_multiplicity=5 homo_energy_ha="0.032 / -0.035" gap_ev="3.62 / 3.86" de_lowest_ev=0.000 energy_ha=-3091.84907 charge=-2 s_squared=6.022
C -0.95008 0.79780 -1.99662 0.554
C -1.09807 -0.56835 -2.36839 0.628
C 0.20561 -1.13498 -2.46501 0.402
C -2.36387 -1.24271 -2.69077 -1.330
C 1.15294 -0.11589 -2.15966 1.188
C 0.44802 1.08110 -1.90012 0.925
C 1.02427 2.40181 -1.69694 -1.828
C -2.02480 1.78441 -1.94729 -1.555
C 0.49419 -2.52278 -2.85015 -1.548
C 2.60744 -0.26420 -2.14184 -1.792
Pt -0.61585 0.05999 0.94160 0.915
Cl -3.52755 -3.65478 -0.10309 -0.884
Cl -2.96459 -0.05026 0.68927 -0.564
Cl -0.49623 -2.23886 0.68943 -0.477
H -3.21447 -0.59407 -2.42485 0.343
H -2.46417 -2.17265 -2.09084 0.037
H -2.40312 -1.47497 -3.77674 0.289
H -0.29963 -3.18148 -2.47045 0.382
H 1.46813 -2.80746 -2.43676 0.360
H 0.54496 -2.62603 -3.94608 0.306
H 2.89521 -1.17155 -1.60336 0.440
H 3.07194 0.60633 -1.67664 0.318
H 2.99420 -0.34157 -3.16360 0.373
H 1.96667 2.32319 -1.15864 0.409
H 0.33643 3.01033 -1.11028 0.353
H 1.22550 2.87912 -2.66540 0.292
H -2.93658 1.34274 -1.52318 0.342
H -2.21512 2.13347 -2.97787 0.315
H -1.73356 2.62564 -1.30841 0.275
O -0.62767 2.07876 0.83088 -0.690
H -0.00972 2.47956 1.47254 0.184
F -0.27653 0.05040 6.87071 -0.346
C 0.29989 0.04770 5.65576 0.464
C 0.56042 1.27061 5.01950 0.178
F 0.32488 2.44070 5.65749 -0.325
C 1.02728 1.24942 3.71521 0.143
F 1.29219 2.42926 3.09836 -0.420
C 1.25727 0.03337 3.03921 0.089
S 1.61261 0.03446 1.33385 -0.488
C 1.10862 -1.16502 3.76289 0.124
F 1.48882 -2.31665 3.20278 -0.317
C 0.56796 -1.17592 5.03801 0.243
F 0.24618 -2.33997 5.63547 -0.307